Model P:
{
  "formula": "C7H14S",
  "method": "ωB97M-V/def2-TZVPD",
  "homo_energy_ev": -8.45,
  "orbital_gap_ha": 0.3397,
  "e_lumo_ev": 0.79,
  "smiles": "C/C=C\\C.C=C(C)S",
  "species": ["C", "C", "C", "C", "H", "H", "H", "H", "H", "H", "H", "H", "C", "C", "C", "S", "H", "H", "H", "H", "H", "H"],
  "xyz": [[1.307, -0.105, -1.483], [0.944, -1.335, -0.865], [1.487, -1.680, 0.268], [2.457, -0.865, 1.021], [0.561, 0.633, -1.279], [1.320, -0.271, -2.575], [2.247, 0.354, -1.195], [0.034, -1.750, -1.210], [1.117, -2.480, 0.831], [1.994, 0.038, 1.505], [2.940, -1.490, 1.875], [3.111, -0.448, 0.326], [-2.130, 0.173, 0.859], [-1.547, 1.365, 0.515], [-2.000, 2.186, -0.719], [-0.265, 2.087, 1.441], [-3.120, -0.151, 0.394], [-1.919, -0.566, 1.628], [-2.240, 3.294, -0.663], [-2.853, 1.585, -1.149], [-1.077, 1.956, -1.410], [0.087, 0.788, 1.775]]
}

***

Model Q:
{
  "formula": "C7H14S",
  "method": "ωB97M-V/def2-TZVPD",
  "homo_energy_ev": -8.94,
  "orbital_gap_ha": 0.3625,
  "e_lumo_ev": 0.92,
  "smiles": "C[C@H](S)[C@]1(C)C[C@@H]1C",
  "species": ["C", "C", "S", "C", "C", "C", "C", "C", "H", "H", "H", "H", "H", "H", "H", "H", "H", "H", "H", "H", "H", "H"],
  "xyz": [[0.691, 0.227, -1.933], [-0.368, -0.559, -1.181], [-2.026, -0.275, -1.980], [-0.503, -0.381, 0.355], [-1.343, -1.479, 0.988], [-0.647, 0.983, 0.935], [0.561, 0.161, 1.243], [1.962, 0.640, 0.903], [0.623, 0.017, -3.040], [0.498, 1.280, -1.773], [1.683, -0.088, -1.602], [-0.132, -1.626, -1.361], [-2.088, 1.047, -1.675], [-0.874, -2.439, 0.907], [-2.364, -1.542, 0.547], [-1.535, -1.261, 2.061], [-1.382, 1.153, 1.687], [-0.453, 1.858, 0.289], [0.590, -0.216, 2.228], [2.426, 1.239, 1.761], [2.702, -0.190, 0.589], [1.980, 1.451, 0.052]]
}

***

Q: Which of them is the least stable? A: model P.